This record from the OMol25 dataset describes C63H74N4OP2PbSe2 as an isolated structure. The level of theory is wB97M-V/def2-TZVPD.

```
! RIJCOSX wB97M-V def2-TZVPD def2/J DEFGRID3
* xyz 4 1
Pb 0.555 -0.929 0.219
Se 1.069 1.726 -0.018
Se -0.390 0.195 3.145
P -2.466 -1.619 -0.859
P -4.532 -0.648 -2.944
O 2.503 -1.234 -1.037
N 3.326 1.838 -1.777
N 1.468 -0.621 5.182
N 1.464 1.493 -2.875
N -0.610 -0.357 5.893
C 2.006 1.667 -1.660
C -8.837 -1.086 -4.259
C -8.487 -1.343 -2.933
C 0.192 -0.323 4.784
C -0.197 -0.832 8.331
C -7.876 -0.691 -5.187
C 2.519 -1.165 7.400
C -3.368 -0.425 -4.272
C 4.884 1.935 -3.778
C -3.418 0.769 -5.001
C -3.037 1.881 1.137
C 5.837 -1.815 -4.659
C 4.607 4.604 -0.998
C 3.540 0.636 4.554
C 4.453 -1.642 -2.262
C -2.078 -0.192 5.873
C 2.674 -0.601 4.342
C 4.363 -1.894 0.290
C -6.560 -0.553 -4.801
C -7.177 -1.208 -2.531
C 2.051 2.660 5.089
C 3.673 1.593 -5.858
C -6.194 -0.836 -3.470
C 0.519 4.434 -4.104
C -2.438 -4.410 -0.536
C 3.763 -1.569 -3.481
C -4.453 0.262 2.222
C -3.969 1.564 2.113
C 2.484 1.549 -3.822
C -3.419 -2.577 7.608
C -2.611 -2.668 6.318
C -2.287 -3.171 0.087
C -1.597 -4.317 2.104
C -0.693 3.515 -4.221
C -1.640 -1.248 -5.728
C 5.846 -1.805 -2.261
C -3.062 -0.417 0.372
C -2.793 -1.456 5.405
C 0.830 -1.145 9.176
C 2.174 -1.315 8.715
C 4.280 2.051 -0.678
C 2.464 1.445 -5.210
C 6.534 -1.878 -3.458
C 1.477 -0.837 6.523
C 3.665 1.778 -3.125
C -0.846 2.501 -3.086
C 0.045 1.265 -3.169
C -4.003 -0.725 1.360
C -1.758 -5.544 1.475
C 2.926 1.950 4.059
C -1.712 -0.072 -6.467
C 4.273 3.444 -0.061
C 3.707 -1.574 -1.017
C 3.487 4.994 -1.960
C -4.031 -1.970 -1.806
C -2.594 0.938 -6.102
C 0.139 -0.676 6.978
C -2.182 -5.586 0.155
C 4.453 -1.665 -4.671
C -2.463 -1.429 -4.629
C -1.859 -3.140 1.417
C -2.589 0.893 0.267
C 4.864 1.838 -5.153
H -1.284 -4.278 3.140
H 4.483 0.436 4.040
H -3.207 -1.666 8.174
H -1.547 -2.816 6.540
H 3.312 3.628 0.428
H 3.707 1.536 -6.938
H 3.223 -1.517 4.564
H 5.018 3.402 0.739
H 5.784 1.965 -5.707
H -2.370 0.092 6.882
H -8.161 -0.499 -6.212
H -2.916 -3.561 5.770
H -4.109 1.555 -4.718
H -1.089 0.050 -7.344
H -1.208 -0.710 8.690
H 7.608 -2.000 -3.459
H 0.634 -1.271 10.232
H 4.063 1.297 0.082
H 0.500 5.192 -4.886
H -3.856 -1.204 5.346
H -1.565 -6.462 2.012
H -1.870 2.116 -3.085
H 3.796 0.726 5.614
H 1.547 1.286 -5.763
H -2.418 -2.360 -4.078
H -0.704 2.995 -2.120
H -1.890 1.153 -0.521
H -5.813 -0.264 -5.527
H -0.681 2.985 -5.180
H 0.520 4.954 -3.145
H -1.592 4.134 -4.234
H 2.359 1.764 3.138
H 3.921 -1.632 -5.612
H 2.521 5.012 -1.445
H -2.291 0.652 5.219
H -0.963 -2.037 -6.028
H -2.317 -6.538 -0.341
H -2.653 1.848 -6.683
H 1.236 2.034 5.460
H 5.057 -1.093 0.558
H -2.750 -4.482 -1.571
H 3.537 -1.291 7.061
H 3.612 -1.992 1.073
H 3.738 2.622 3.777
H -6.917 -1.381 -1.495
H 5.262 1.825 -1.094
H -2.473 -1.679 4.382
H 3.655 5.992 -2.361
H 3.405 4.322 -2.814
H -5.196 0.023 2.971
H -3.213 -3.422 8.262
H 2.645 2.965 5.952
H 2.326 -0.652 3.311
H 4.839 5.466 -0.371
H 6.397 -1.870 -1.332
H -2.674 2.896 1.037
H -9.869 -1.192 -4.569
H 2.686 -1.466 -3.479
H -4.337 2.333 2.779
H -0.315 0.493 -2.484
H -9.244 -1.641 -2.221
H 1.601 3.559 4.669
H 5.529 4.385 -1.546
H 2.934 -1.569 9.442
H 4.941 -2.815 0.229
H -4.380 -1.737 1.459
H -1.787 -2.194 1.946
H 1.465 3.900 -4.200
H -4.843 -2.113 -1.090
H 0.003 0.834 -4.170
H 5.803 2.139 -3.246
H -3.940 -2.898 -2.377
H -4.488 -2.577 7.394
H 6.376 -1.896 -5.594
*
```

Summary:
- relative energy (zero: lowest compared OMol25 entry of this formula, charge and spin) (eV) = 0.0000
- HOMO level (alpha / beta) (eV) = -16.9260 / -16.8457
- lowest unoccupied orbital energy (alpha / beta) (eV) = -10.86 / -12.11
- maximum force (eV/Å) = 0.16